Record 1
The following is a DFT calculation (ωB97M-V/def2-TZVPD) of 2 unconnected molecules or ions with the total composition C6H6N2O5 in a non-equilibrium geometry.

Each line ends with the Mulliken charge.
Cartesian coordinates (Å):
C  0.3412  -1.1460  0.9610  -0.709
C  0.2982  -1.6542  -0.4601  -0.251
C  1.1766  0.1432  1.1913  0.424
C  1.7624  0.8367  -1.0981  0.812
C  -1.9768  2.2706  2.2880  0.725
C  -0.3490  -0.8980  -1.3853  0.077
N  1.6486  0.7973  0.0991  -0.294
N  -0.8194  0.3674  -1.0061  -0.341
O  -1.4925  3.2316  2.6752  -0.343
O  1.9869  0.9760  -2.2123  -0.424
O  -2.4566  1.3229  1.8924  -0.382
O  -0.3552  -1.2037  -2.7026  -0.522
O  1.3792  0.4937  2.3241  -0.556
H  0.7401  -1.8464  1.5931  0.445
H  0.8944  -2.5225  -0.7286  0.328
H  -0.6295  -0.8722  1.2384  0.248
H  -1.1857  0.3417  -0.1255  0.097
H  -1.5375  0.7665  -1.6970  0.282
H  0.5746  -1.4045  -2.8470  0.384

Forces on atoms 1 to 3 (eV/Å):
0.978 1.539 -2.994
-0.272 0.716 -0.216
-0.572 -1.417 0.796

Summary:
* total charge: 0
* E_LUMO: 0.34 eV
* E_tot: -717.96063 a.u.
* molecular weight: 186.1 g mol⁻¹
* frontier orbital gap: 9.025 eV



Record 2
The following is a DFT calculation (ωB97M-V/def2-TZVPD) of a molecular structure, C25H27N3O5SSr in a non-equilibrium geometry.

Each line ends with the Mulliken charge.
Cartesian coordinates (Å):
Sr  -0.0797  -0.7587  -0.8167  2.801
O  2.0535  -3.1524  -3.9484  -0.802
C  1.6094  -2.6162  -2.9243  -0.085
N  0.4672  -1.9520  -2.7471  -0.429
C  -0.3093  -1.7726  -3.9620  -1.022
C  -1.1022  -0.4694  -3.9985  0.640
C  -1.7291  -0.1150  -5.1976  -0.871
C  -2.4298  1.0649  -5.2855  -0.249
C  -2.4890  1.8977  -4.1708  -1.151
C  -1.8516  1.4844  -3.0265  -0.582
N  -1.1823  0.3183  -2.9117  0.301
C  2.4818  -2.6981  -1.6610  0.536
C  3.6645  -3.4144  -1.7152  -0.657
C  4.4720  -3.4596  -0.5918  -0.187
C  4.0772  -2.7854  0.5551  -0.925
C  2.8795  -2.0972  0.5289  -0.202
N  2.0862  -2.0467  -0.5515  -0.063
H  -1.0203  -2.5966  -4.1154  0.245
H  0.3356  -1.8019  -4.8451  0.474
H  -1.6384  -0.7781  -6.0504  0.449
H  -2.9151  1.3487  -6.2124  0.404
H  -3.0090  2.8464  -4.1945  0.419
H  -1.8570  2.1130  -2.1420  0.688
H  3.9128  -3.9068  -2.6447  0.485
H  5.4040  -4.0122  -0.6080  0.415
H  4.6785  -2.7876  1.4550  0.438
H  2.5355  -1.5617  1.4079  0.435
C  1.2412  -0.8186  6.1474  -0.795
O  1.9872  0.2784  5.6327  -0.455
C  1.8155  0.5959  4.3280  1.177
C  2.6330  1.6546  3.8700  -0.988
C  2.5312  2.0285  2.5635  -0.913
C  1.6587  1.3949  1.6472  0.263
C  1.6441  1.8281  0.2581  0.789
C  2.4054  3.0684  -0.1508  -1.870
O  1.0177  1.2333  -0.6301  -0.562
C  0.8178  0.3316  2.1196  -0.269
O  -0.0198  -0.2754  1.3568  -0.952
C  0.9240  -0.0419  3.4915  -0.009
H  1.5612  -0.9511  7.1750  0.248
H  1.4446  -1.7284  5.5824  0.335
H  0.1702  -0.6114  6.1234  0.313
H  3.3164  2.1335  4.5586  0.433
H  3.1610  2.8380  2.2139  0.372
H  2.0769  3.9372  0.4245  0.416
H  2.2362  3.2428  -1.2093  0.337
H  3.4779  2.9470  0.0212  0.394
H  0.2852  -0.8463  3.8234  0.325
O  -2.3419  -1.2349  -0.2466  -0.926
S  -2.7054  0.2229  -0.0197  0.901
C  -3.0417  0.5202  1.7139  -0.557
C  -3.9685  1.7338  1.6758  -0.595
C  -4.9688  1.5253  0.4994  -0.551
C  -4.4545  0.3538  -0.3522  -0.790
H  -2.1020  0.6617  2.2398  -0.001
H  -3.5358  -0.3902  2.0703  0.423
H  -3.3789  2.6346  1.5024  0.261
H  -4.4691  1.8687  2.6321  0.407
H  -5.0443  2.4335  -0.0961  0.264
H  -5.9717  1.2995  0.8573  0.298
H  -4.6182  0.4607  -1.4232  0.413
H  -4.8297  -0.6197  -0.0261  0.356

Forces on atoms 1 to 3 (eV/Å):
-0.081 -0.795 -0.689
-0.074 0.078 0.010
-0.094 -0.039 0.181

Summary:
* total charge: 0
* E_LUMO: 0.19 eV
* E_tot: -1938.33663 a.u.
* molecular weight: 569.2 g mol⁻¹
* frontier orbital gap: 7.883 eV



Record 3
The following is a DFT calculation (ωB97M-V/def2-TZVPD) of a molecular structure, C18H22N4ReS in a non-equilibrium geometry.

Each line ends with the Löwdin spin population.
Cartesian coordinates (Å):
Re  -1.2246  -0.1271  -0.6954  2.205
N  -1.2284  -1.3819  -2.8890  0.019
N  -0.7211  -2.6884  -2.5631  0.009
C  -0.9931  -3.2371  -1.3260  0.016
N  -0.5488  -4.4211  -1.0513  0.005
S  -1.9289  -2.4193  -0.2129  0.063
H  -2.0343  -1.5726  -3.3600  0.001
H  -0.5561  -0.9822  -3.5219  0.001
H  0.0690  -2.9670  -3.1031  0.001
H  0.0976  -4.9147  -1.6226  0.000
H  -0.7035  -4.7750  -0.0781  0.001
C  0.6457  -0.2935  -0.5816  -0.007
C  1.7372  -0.6369  -0.0920  0.324
C  2.9522  -0.9521  0.5812  0.037
C  2.7262  -1.9103  1.6281  0.058
C  3.6883  -2.3694  2.4626  -0.001
C  4.9704  -1.8592  2.2660  0.063
C  5.1594  -0.8023  1.3443  -0.002
C  4.2121  -0.3384  0.5019  0.038
H  1.6361  -2.1989  1.6222  0.003
H  3.5273  -3.1616  3.1939  -0.001
H  5.8192  -2.2621  2.8998  0.002
H  6.1929  -0.4601  1.4302  0.000
H  4.3099  0.4383  -0.2271  0.002
C  -2.6834  1.8880  -1.7809  0.021
N  -1.2395  1.7563  -1.4316  0.023
C  -0.3978  2.0280  -2.6018  0.012
C  -0.8522  2.8755  -0.3989  0.020
C  -1.4118  2.3639  0.9109  0.031
C  -1.7652  3.1733  2.0407  -0.004
C  -2.3919  2.6686  3.1811  0.030
C  -2.6874  1.2883  3.2211  -0.004
C  -2.3041  0.4992  2.1663  0.027
C  -1.7860  0.9980  0.9547  -0.005
H  -2.9014  2.5094  -2.5924  0.002
H  -3.2118  2.2526  -0.9261  0.000
H  -3.1059  0.9684  -2.1197  0.006
H  -0.8735  2.8746  -3.1450  0.001
H  -0.4717  1.2731  -3.3858  0.001
H  0.6275  2.1936  -2.2708  -0.001
H  -1.1936  3.8426  -0.7583  0.002
H  0.2238  3.0772  -0.3733  0.001
H  -1.5381  4.2052  2.0584  -0.001
H  -2.5886  3.3462  3.9934  0.002
H  -2.8167  0.8373  4.2344  0.000
H  -2.4351  -0.6260  2.4175  0.000

Forces on atoms 1 to 3 (eV/Å):
-1.116 -1.031 0.264
2.974 -0.412 2.575
-0.521 0.054 1.293

Summary:
* total charge: +2
* spin multiplicity: 4
* E_LUMO (spin up / spin down): -6.67 / -7.61 eV
* E_tot: -1393.86558 a.u.
* molecular weight: 512.7 g mol⁻¹
* frontier orbital gap (spin up / spin down): 7.011 / 6.605 eV